#A
This record from the Open Molecules 2025 dataset describes a molecular structure, C3H4NP. The level of theory is the ωB97M-V functional and the def2-TZVPD basis.

## Properties
Lowest unoccupied orbital energy in eV: -0.48
Frontier orbital gap in eV: 8.38

The geometry in ORCA input format:
```
! wB97M-V def2-TZVPD RIJCOSX def2/J DEFGRID3
* xyz 0 1
C 0.56684 -0.04575 -1.09641
C -0.60735 1.12631 1.25595
C 0.28264 -1.12941 -0.48616
N 0.49296 1.09450 -1.46827
P -0.52084 1.82970 -0.15835
H 0.12841 0.52095 1.62648
H -0.49726 -1.80170 -0.85409
H 1.01406 -1.69361 0.14966
H -1.67121 2.57353 -0.73519
*
```

=====

#B
This record from the Open Molecules 2025 dataset describes a single C3H4NP molecule. The level of theory is the ωB97M-V functional and the def2-TZVPD basis.

## Properties
Lowest unoccupied orbital energy in eV: 0.62
Frontier orbital gap in eV: 9.11

The geometry in ORCA input format:
```
! wB97M-V def2-TZVPD RIJCOSX def2/J DEFGRID3
* xyz 0 1
C 1.18394 0.76329 0.13859
C 0.70229 -0.09539 0.88269
C -0.91140 -0.37377 -1.17630
N -0.09852 0.50105 -1.57626
P -0.73007 -1.21553 0.52869
H 1.68837 1.65207 0.24946
H 1.21810 -0.28305 1.73745
H -1.63344 -0.73055 -1.95877
H -1.41926 -0.21811 1.17445
*
```

=====

#C
This record from the Open Molecules 2025 dataset describes 2 unconnected molecules or ions with the total composition C3H4NP. The level of theory is the ωB97M-V functional and the def2-TZVPD basis.

## Properties
Lowest unoccupied orbital energy in eV: 0.13
Frontier orbital gap in eV: 9.44

The geometry in ORCA input format:
```
! wB97M-V def2-TZVPD RIJCOSX def2/J DEFGRID3
* xyz 0 1
C -1.06229 0.11855 -0.23540
C -0.08986 1.06378 -0.19888
C 0.52282 -1.32042 0.08505
N -0.72938 -1.16955 -0.03535
P 1.48416 0.24305 -0.07506
H -2.16813 0.14196 -0.46097
H -0.52242 2.48128 -0.73582
H 1.09875 -2.11751 0.42246
H 1.46635 0.55886 1.23396
*
```

=====

It is #A that is the least stable of them.

=====

#A
This record from the Open Molecules 2025 dataset describes a single C26H38N2O4 molecule. The level of theory is the ωB97M-V functional and the def2-TZVPD basis.

## Properties
SMILES: COc1ccc(CCN2CCC[C@@H](CN(C)Cc3cc(OC)c(OC)c(OC)c3)C2)cc1
Lowest unoccupied orbital energy in eV: 0.79
Frontier orbital gap in eV: 8.59

The geometry in ORCA input format:
```
! wB97M-V def2-TZVPD RIJCOSX def2/J DEFGRID3
* xyz 0 1
C -2.69843 2.17428 5.31187
H -2.60606 2.37892 6.37776
O -1.67110 2.90674 4.69307
C -1.55986 2.84523 3.33059
C -0.53989 3.61216 2.76975
C -0.33910 3.61465 1.40524
C -1.14538 2.85998 0.56153
C -2.15740 2.10089 1.12925
C -2.37380 2.09076 2.49586
H -3.17601 1.48917 2.89208
H -2.79387 1.49928 0.49733
C -0.90871 2.83694 -0.92016
H -1.86470 2.88570 -1.44445
H -0.30674 3.69464 -1.22347
C -0.15942 1.55693 -1.32263
N 0.34171 1.64922 -2.68135
C 1.48374 0.79857 -2.95232
C 1.11995 -0.68694 -3.07976
C 0.10620 -0.84767 -4.21228
C -1.10871 0.03114 -3.92753
C -0.66315 1.48440 -3.71526
H -1.52378 2.10907 -3.47233
H -0.22819 1.86107 -4.64781
H -1.61619 -0.33200 -3.03117
H -1.81743 -0.01401 -4.75677
H -0.19648 -1.89420 -4.30677
H 0.56395 -0.54474 -5.15850
C 2.37059 -1.53504 -3.31979
N 3.29945 -1.48737 -2.19891
C 4.68078 -1.53189 -2.63192
H 4.94675 -2.47425 -3.13707
H 4.86612 -0.70532 -3.31608
H 5.33218 -1.41031 -1.76685
C 3.02910 -2.51514 -1.20054
C 1.77594 -2.23034 -0.41720
C 0.63420 -2.99669 -0.59544
C -0.52372 -2.70178 0.11218
C -0.54211 -1.63075 1.02008
C 0.61749 -0.86293 1.20299
C 1.76428 -1.17638 0.48207
H 2.66082 -0.58969 0.59226
O 0.54117 0.16263 2.10161
C 1.69090 0.93424 2.34410
H 1.39534 1.66296 3.09702
H 2.51307 0.32070 2.72736
H 2.01756 1.46507 1.44488
O -1.73669 -1.37545 1.64971
C -1.70918 -1.29755 3.05888
H -1.20453 -0.39164 3.40288
H -2.75346 -1.28459 3.36956
H -1.21559 -2.17381 3.49301
O -1.69348 -3.39237 0.00358
C -1.76791 -4.43702 -0.93221
H -1.57695 -4.08197 -1.95061
H -1.06939 -5.24662 -0.69353
H -2.78745 -4.81456 -0.86955
H 0.65748 -3.81887 -1.29262
H 3.87503 -2.52749 -0.50728
H 2.95770 -3.51572 -1.66521
H 2.06972 -2.57380 -3.54170
H 2.87744 -1.14660 -4.20765
H 0.65136 -1.00149 -2.14597
H 2.22207 0.92430 -2.15883
H 1.93056 1.14207 -3.89250
H 0.70598 1.44872 -0.66524
H -0.81069 0.68740 -1.14685
H 0.45632 4.21521 0.98698
H 0.08155 4.20090 3.42733
H -2.58778 1.09824 5.13966
H -3.68673 2.49660 4.96739
*
```

=====

#B
This record from the Open Molecules 2025 dataset describes a single C26H38N2O4 molecule. The level of theory is the ωB97M-V functional and the def2-TZVPD basis.

## Properties
SMILES: Cc1ccccc1OC[C@H](O)CN[C@H]1CC[C@H](NC[C@H](O)COc2ccccc2C)CC1
Lowest unoccupied orbital energy in eV: 0.69
Frontier orbital gap in eV: 9.11

The geometry in ORCA input format:
```
! wB97M-V def2-TZVPD RIJCOSX def2/J DEFGRID3
* xyz 0 1
C -3.93531 -2.12538 -1.55191
C -4.23775 -1.08528 -2.58578
C -5.40354 -0.34174 -2.55254
C -5.67259 0.61581 -3.51761
C -4.76108 0.83180 -4.53214
C -3.58457 0.10147 -4.58616
C -3.31528 -0.85850 -3.62020
O -2.20228 -1.65574 -3.58819
C -1.10658 -1.36491 -4.41892
C -0.32655 -0.12747 -3.94975
O 0.76090 0.05931 -4.82158
H 1.42854 0.55076 -4.32218
C 0.15811 -0.30171 -2.51005
N 0.94722 0.85800 -2.13367
H 0.35867 1.68572 -2.19316
C 1.50633 0.76529 -0.78750
C 2.85345 0.03818 -0.82275
C 3.41785 -0.08623 0.58833
C 3.61079 1.29626 1.21469
N 4.30799 1.21388 2.49156
H 4.50960 2.14677 2.83604
C 3.75836 0.41331 3.56254
C 2.70247 1.09504 4.45870
O 3.28243 1.97515 5.39348
H 3.94168 1.49527 5.90935
C 1.84320 0.03162 5.17986
H 1.06412 0.52512 5.77405
O 1.30588 -0.93210 4.30686
C 0.34770 -0.58002 3.39364
C -0.37361 0.60652 3.41097
C -1.32600 0.85793 2.43556
C -1.56513 -0.06564 1.43705
C -0.85298 -1.25494 1.42632
C 0.09945 -1.53213 2.39134
C 0.85400 -2.82552 2.39625
H 0.69037 -3.37209 1.47119
H 1.92027 -2.64882 2.52659
H 0.52624 -3.44215 3.23252
H -1.03703 -1.98628 0.65174
H -2.30226 0.13448 0.67360
H -1.87705 1.78608 2.46292
H -0.20852 1.34122 4.18364
H 2.48085 -0.54318 5.86031
H 2.05698 1.73364 3.85243
H 4.59826 0.11603 4.20634
H 3.33128 -0.49571 3.14273
C 2.26107 2.03284 1.22695
C 1.70598 2.15500 -0.18809
H 0.75034 2.68584 -0.15919
H 2.39303 2.72449 -0.81767
H 2.38403 3.02603 1.66684
H 1.53994 1.47218 1.82435
H 4.29255 1.86379 0.56623
H 2.71234 -0.66848 1.18271
H 4.37427 -0.61031 0.57339
H 2.72890 -0.95552 -1.25467
H 3.53954 0.59773 -1.46066
H 0.82115 0.20422 -0.12678
H 0.80145 -1.18417 -2.45845
H -0.70682 -0.46623 -1.84727
H -0.98942 0.75555 -3.98963
H -1.40003 -1.23807 -5.46652
H -0.45348 -2.23885 -4.35151
H -2.88952 0.28719 -5.38996
H -4.95751 1.57318 -5.29244
H -6.58748 1.18705 -3.47450
H -6.11278 -0.51415 -1.75553
H -2.96829 -1.92800 -1.09214
H -3.87583 -3.10811 -2.01720
H -4.70099 -2.14187 -0.78082
*
```

=====

It is #A that is the least stable of them.

=====

#A
This record from the Open Molecules 2025 dataset describes a single C20H26N4O4 molecule. The level of theory is the ωB97M-V functional and the def2-TZVPD basis.

## Properties
SMILES: CCOc1ccccc1N1CCN(CC(=O)NC(=O)NCc2ccco2)CC1
Lowest unoccupied orbital energy in eV: 0.73
Frontier orbital gap in eV: 8.44

The geometry in ORCA input format:
```
! wB97M-V def2-TZVPD RIJCOSX def2/J DEFGRID3
* xyz 0 1
C 6.32644 2.64110 0.71899
C 5.66334 2.33158 -0.61936
H 5.25205 3.24911 -1.05052
H 6.39124 1.91924 -1.32993
O 4.54022 1.48509 -0.49269
C 4.71030 0.17194 -0.12408
C 5.92412 -0.49118 -0.18502
C 6.04295 -1.80988 0.22749
C 4.93508 -2.47296 0.70915
C 3.70937 -1.83023 0.74964
C 3.55526 -0.51094 0.32938
N 2.34498 0.17419 0.42767
C 1.26483 -0.36248 1.22131
C 0.33335 -1.27280 0.41082
N -0.18406 -0.52647 -0.72705
C -1.19485 -1.27162 -1.44780
C -2.53689 -1.22426 -0.72720
O -3.40175 -2.05918 -0.89925
N -2.65304 -0.14245 0.08261
C -3.74140 0.27781 0.87919
O -3.64876 1.30425 1.51185
N -4.79154 -0.55723 0.87328
H -4.76594 -1.34824 0.23647
C -6.03872 -0.20579 1.52310
C -7.05150 0.27926 0.53677
C -7.15923 1.46290 -0.13295
C -8.28887 1.33762 -0.97750
C -8.77944 0.08821 -0.75970
O -8.03640 -0.56129 0.15100
H -9.61912 -0.43531 -1.17160
H -8.67773 2.07583 -1.64823
H -6.51498 2.31148 -0.02872
H -5.80783 0.58413 2.24262
H -6.43070 -1.08411 2.04191
H -1.82952 0.45422 0.12137
H -1.35204 -0.80872 -2.42753
H -0.92885 -2.32693 -1.61997
C 0.91725 -0.06677 -1.55702
C 1.81142 0.86220 -0.72729
H 2.62248 1.24185 -1.34216
H 1.21090 1.70573 -0.37119
H 0.50939 0.48424 -2.40748
H 1.51972 -0.90941 -1.93917
H -0.50402 -1.59321 1.03541
H 0.87686 -2.17125 0.07199
H 1.66312 -0.89021 2.08762
H 0.67768 0.49040 1.58157
H 2.85862 -2.37938 1.12049
H 5.01208 -3.49564 1.04666
H 7.00271 -2.30074 0.17694
H 6.80464 0.01825 -0.54369
H 7.13853 3.34776 0.57133
H 5.59643 3.07464 1.39779
H 6.72183 1.73566 1.17269
*
```

=====

#B
This record from the Open Molecules 2025 dataset describes a single C20H26N4O4 molecule. The level of theory is the ωB97M-V functional and the def2-TZVPD basis.

## Properties
SMILES: CCc1cc(CNC(=O)C[C@@H]2C(=O)NCCN2Cc2cccc(OC)c2)on1
Lowest unoccupied orbital energy in eV: 0.45
Frontier orbital gap in eV: 9.14

The geometry in ORCA input format:
```
! wB97M-V def2-TZVPD RIJCOSX def2/J DEFGRID3
* xyz 0 1
C -4.59972 -1.24440 0.80823
H -5.30783 -0.80338 0.11072
H -5.12176 -1.98375 1.41081
H -3.81895 -1.74938 0.24651
C -4.00039 -0.16451 1.70822
C -3.36809 0.91954 0.90934
N -3.85341 2.13306 0.89995
O -3.07096 2.88332 0.08828
C -2.09202 2.11490 -0.41662
C -2.22427 0.84592 0.07076
H -1.61652 -0.00808 -0.14352
C -1.08221 2.75218 -1.31044
N 0.25797 2.40659 -0.89973
C 1.09978 1.72881 -1.70198
O 0.86492 1.46288 -2.86319
C 2.39265 1.32410 -1.00618
H 3.00136 0.77701 -1.72519
H 2.93322 2.22620 -0.71212
C 2.09775 0.43348 0.23966
N 2.87702 -0.78008 0.35103
C 4.25058 -0.50288 0.70696
C 4.25026 0.01991 2.14052
N 3.31093 1.11068 2.25678
C 2.25094 1.32141 1.46480
O 1.47308 2.24048 1.67593
H 3.37731 1.70615 3.07132
H 3.96290 -0.79188 2.82042
H 5.24512 0.37601 2.42154
H 4.72326 0.23414 0.03727
H 4.82877 -1.42733 0.66010
C 2.72084 -1.71349 -0.75790
C 1.26787 -1.97027 -1.05435
C 0.45744 -2.49398 -0.05078
C -0.89084 -2.71996 -0.28875
C -1.42420 -2.42477 -1.54605
C -0.61708 -1.90550 -2.53470
C 0.72863 -1.67383 -2.29451
H 1.34428 -1.24826 -3.07066
H -1.03640 -1.66709 -3.49954
H -2.47305 -2.60944 -1.71775
O -1.77288 -3.21277 0.62818
C -1.30977 -3.49279 1.92518
H -2.17950 -3.84386 2.47840
H -0.54459 -4.27586 1.91967
H -0.90850 -2.59713 2.41145
H 0.90318 -2.70460 0.90860
H 3.19984 -2.64846 -0.44566
H 3.22623 -1.37001 -1.67414
H 1.04492 0.13043 0.19853
H 0.51170 2.55240 0.07644
H -1.19557 2.39749 -2.34154
H -1.22950 3.83722 -1.28497
H -3.24721 -0.61309 2.36059
H -4.77834 0.28381 2.32738
*
```

=====

It is #B that is the least stable of them.

=====

#A
This record from the Open Molecules 2025 dataset describes a single C6H9NS molecule. The level of theory is the ωB97M-V functional and the def2-TZVPD basis.

## Properties
SMILES: C=C=N[C@H]1SC1(C)C
Lowest unoccupied orbital energy in eV: 0.84
Frontier orbital gap in eV: 9.64

The geometry in ORCA input format:
```
! wB97M-V def2-TZVPD RIJCOSX def2/J DEFGRID3
* xyz 0 1
C -0.09361 0.91135 -0.85125
C -2.21583 0.06281 -0.22364
C -3.26146 -0.30400 0.44275
C 0.96515 0.28495 -0.00185
C 0.61881 -0.94685 0.80136
C 2.37690 0.28519 -0.53202
N -1.32737 0.31374 -1.01271
S 0.32284 1.85311 0.66024
H 0.23011 1.40321 -1.76479
H -3.29366 -1.24280 0.96470
H -4.12954 0.32548 0.50904
H 0.45469 -1.79435 0.13226
H -0.28136 -0.78951 1.39303
H 1.44229 -1.18358 1.47537
H 2.56880 1.15266 -1.16192
H 2.53300 -0.61941 -1.12221
H 3.09023 0.28801 0.29163
*
```

=====

#B
This record from the Open Molecules 2025 dataset describes a single C6H9NS molecule. The level of theory is the ωB97M-V functional and the def2-TZVPD basis.

## Properties
SMILES: C[C@@H]1[C@@H]2[C@H]3[C@@H]2[C@H]3N1S
Lowest unoccupied orbital energy in eV: 0.99
Frontier orbital gap in eV: 9.49

The geometry in ORCA input format:
```
! wB97M-V def2-TZVPD RIJCOSX def2/J DEFGRID3
* xyz 0 1
C 0.50773 0.63112 -1.70319
C 0.58798 -0.88666 -1.75010
C 1.18230 -0.14929 -0.58867
C -0.75060 -0.32218 -1.65707
C 0.07842 -0.29358 0.62576
C 0.14339 0.84935 1.68116
N -1.22160 -0.37738 -0.10857
S -2.30305 -1.62350 0.00700
H 0.67924 1.36302 -2.42289
H 1.06021 -1.67462 -2.24697
H 2.21586 -0.24725 -0.35621
H -1.56895 -0.17662 -2.27239
H 0.46183 -1.27258 1.01800
H -0.02504 0.52863 2.67591
H -0.54579 1.70077 1.49767
H 1.23945 1.11450 1.65661
H -3.42559 -0.80615 0.36531
*
```

=====

It is #B that is the least stable of them.